Model w:
Formula: C3H12N2OS
Source: OMol25
Level of theory: wB97M-V/def2-TZVPD

Positions of all 19 atoms, in Å:
C -1.14798 0.12071 0.42972
C -0.69838 -1.03805 1.31363
S -0.29679 -2.58610 0.44355
N -0.20815 1.20692 0.52512
C -0.37539 2.39368 -0.24432
N 0.55036 2.42772 -1.40769
H -1.16853 -0.22841 -0.60544
H -2.17650 0.41749 0.67952
H -1.44641 -1.35492 2.03973
H 0.16080 -0.74314 1.91572
H 0.75843 -2.09486 -0.22400
H 0.34200 1.29263 1.36070
H -1.38521 2.40748 -0.63625
H -0.21003 3.30221 0.33821
H 0.08342 2.63570 -2.28132
H 1.29796 3.10022 -1.30400
H 1.31328 0.52954 -1.08764
H 2.79011 0.25715 -1.39824
O 1.97826 -0.18017 -1.13635

Values from the calculation:
- lowest unoccupied orbital energy (Ha) = 0.03086
- orbital gap (Eh) = 0.34449
- HOMO level (eV) = -8.5
- SMILES = NCNCCS.O
- total charge = 0



Model x:
Formula: C3H12N2OS
Source: OMol25
Level of theory: wB97M-V/def2-TZVPD

Positions of all 19 atoms, in Å:
N 0.01655 -0.74850 -1.32136
C 0.75513 -0.27573 -0.16426
C 2.21574 0.04349 -0.57375
S 3.00923 -1.47475 -1.26948
C 0.08986 0.98277 0.32861
N -1.24537 0.67595 0.89693
H 0.48333 -1.48740 -1.79716
H -0.91716 -1.03106 -1.05197
H 0.89600 -0.98663 0.65586
H 2.31648 0.83409 -1.30548
H 2.77525 0.26417 0.32501
H 3.92230 -1.67700 -0.30944
H 0.01987 1.71380 -0.47700
H 0.65817 1.48739 1.12191
H -1.17880 -0.13846 1.50260
H -1.54827 1.43810 1.48516
H -3.49382 0.15355 1.14340
H -4.40730 -0.16627 0.00366
O -4.36717 0.39249 0.80674

Values from the calculation:
- lowest unoccupied orbital energy (Ha) = 0.02608
- orbital gap (Eh) = 0.36482
- HOMO level (eV) = -9.2
- SMILES = NC[C@@H](N)CS.O
- total charge = 0



Relative energies, in eV, with the most stable structure set to zero: model w 0.148; model x 0.000.



Model w:
Formula: C3H12N2OS
Source: OMol25
Level of theory: wB97M-V/def2-TZVPD

Positions of all 19 atoms, in Å:
C -0.09371 -0.34602 1.09250
C 1.27781 -0.49880 0.49491
S 1.96017 -2.12505 0.46193
N -0.49687 1.10806 1.17083
C -1.89389 1.19145 1.85336
N -3.03891 0.67154 1.01372
H -0.90491 -0.90190 0.58818
H -0.18130 -0.86781 2.09491
H 1.81039 0.25023 1.11641
H 1.26900 -0.05719 -0.60091
H 1.09949 -2.55028 -0.59216
H -0.36680 1.36152 0.18360
H -1.85602 0.44904 2.63174
H -1.83929 2.26864 2.18999
H -3.43329 1.46842 0.57997
H -2.65386 0.13802 0.28959
H 2.94686 -0.38892 -5.63158
H 2.91185 -0.69098 -4.13539
O 3.48326 -0.47996 -4.80160

Values from the calculation:
- lowest unoccupied orbital energy (Ha) = 0.01450
- orbital gap (Eh) = 0.34578
- HOMO level (eV) = -9.0
- SMILES = NCNCCS.O
- total charge = 0



Model x:
Formula: C3H12N2OS
Source: OMol25
Level of theory: wB97M-V/def2-TZVPD

Positions of all 19 atoms, in Å:
N -1.37311 -0.65078 -1.83643
C -0.24336 0.03518 -1.21398
C -0.60704 0.62479 0.13504
S -1.95789 1.96358 0.07330
C 0.84602 -1.05384 -0.92977
N 1.20260 -1.62618 -2.24896
H -2.24868 -0.33820 -1.41135
H -1.53542 -0.43483 -2.81166
H 0.13812 0.76345 -1.92895
H -1.01889 -0.16810 0.75166
H 0.25392 1.18023 0.48786
H -1.09065 2.94402 0.44500
H 0.40913 -1.81413 -0.29302
H 1.74464 -0.51116 -0.60907
H 1.90210 -1.00870 -2.65947
H 1.79995 -2.43735 -2.17688
H 3.85292 -1.38932 4.12112
H 3.84264 -1.41899 5.60005
O 3.27887 -1.23826 4.87101

Values from the calculation:
- lowest unoccupied orbital energy (Ha) = 0.02581
- orbital gap (Eh) = 0.35934
- HOMO level (eV) = -9.1
- SMILES = NC[C@@H](N)CS.O
- total charge = 0



Relative energies, in eV, with the most stable structure set to zero: model w 1.008; model x 0.000.



Model w:
Formula: C3H12N2OS
Source: OMol25
Level of theory: wB97M-V/def2-TZVPD

Positions of all 19 atoms, in Å:
N -1.47701 -0.53396 -2.22403
C -0.52506 -0.05682 -1.10849
C 0.35869 -1.17085 -0.60853
S -0.42843 -2.87641 -0.74796
C 0.28018 1.21051 -1.68302
N -0.17782 2.45830 -1.08955
H -1.04413 -0.73788 -3.08812
H -1.29631 -3.18758 0.25860
H -2.02963 0.36238 -2.33825
H -1.30709 0.32041 -0.28537
H 0.68071 -1.02796 0.47413
H 1.29670 -1.38875 -1.16221
H 1.36661 0.89742 -1.60389
H 0.31679 1.21490 -2.82751
H -0.02470 2.56525 -0.16925
H 0.18463 3.24409 -1.52895
H 1.27508 0.25611 6.97861
H 0.95508 -0.87754 6.07018
O 1.59568 -0.67161 6.68359

Values from the calculation:
- lowest unoccupied orbital energy (Ha) = 0.02385
- orbital gap (Eh) = 0.33625
- HOMO level (eV) = -8.5
- SMILES = NC[C@@H](N)CS.O
- total charge = 0



Model x:
Formula: C3H12N2OS
Source: OMol25
Level of theory: wB97M-V/def2-TZVPD

Positions of all 19 atoms, in Å:
N -1.46363 0.04023 1.47424
C -0.68019 0.46118 0.34023
C -0.98558 -0.13930 -1.05800
S -0.60968 -1.94474 -0.97982
C -0.55235 1.99489 0.32626
N -0.31277 2.60220 1.66361
H -1.16943 -0.76072 2.00850
H 0.29212 -2.25835 -0.02870
H -2.38676 -0.20838 1.12686
H 0.36596 0.18301 0.55089
H -0.27005 0.23093 -1.80164
H -2.02186 -0.07418 -1.37953
H 0.08001 2.47486 -0.42216
H -1.60633 2.34757 0.23085
H -0.79623 2.10108 2.39530
H 0.67178 2.53569 1.90710
H 3.60316 -2.68788 -1.55834
H 4.33797 -3.47428 -2.62398
O 3.50386 -3.42383 -2.17168

Values from the calculation:
- lowest unoccupied orbital energy (Ha) = 0.02157
- orbital gap (Eh) = 0.35149
- HOMO level (eV) = -9.0
- SMILES = NC[C@@H](N)CS.O
- total charge = 0



Relative energies, in eV, with the most stable structure set to zero: model w 1.088; model x 0.000.



Model w:
Formula: C3H7NO
Source: OMol25
Level of theory: wB97M-V/def2-TZVPD

Positions of all 12 atoms, in Å:
C 0.54033 -0.58333 -0.05757
C -0.34291 0.65557 -0.14420
C -1.71873 0.30153 -0.02231
O -2.17101 -0.87226 -0.05874
N 1.99004 -0.48165 0.06903
H 0.38598 -1.22448 -0.92855
H 0.27296 -1.12540 0.84822
H -0.17822 1.53748 -0.77366
H -0.95108 0.68932 0.99349
H -2.47289 1.05489 -0.30502
H 2.40995 0.15577 -0.60065
H 2.23559 -0.10746 0.97996

Values from the calculation:
- spin multiplicity = 2
- lowest unoccupied orbital energy (spin up / spin down) (Ha) = -0.21596 / -0.33232
- orbital gap (spin up / spin down) (Eh) = 0.32270 / 0.19843
- HOMO level (spin up / spin down) (eV) = -14.7 / -14.4
- total charge = +1



Model x:
Formula: C3H7NO
Source: OMol25
Level of theory: wB97M-V/def2-TZVPD

Positions of all 12 atoms, in Å:
C 2.53788 1.19943 -0.85384
N 1.28564 1.58734 -1.03876
H 2.55358 0.30249 -0.31446
H 3.59561 1.70625 -0.79011
H 1.15718 2.53856 -1.37672
O -3.10827 -2.04845 0.05132
C -2.33342 -1.39902 0.81593
C -0.89020 -0.81095 0.49474
H -2.76262 -1.08790 1.88163
H -0.23544 -1.51664 0.98538
H -0.76070 0.28478 0.73321
H -1.03923 -0.75589 -0.58831

Values from the calculation:
- spin multiplicity = 2
- lowest unoccupied orbital energy (spin up / spin down) (Ha) = -0.24310 / -0.36507
- orbital gap (spin up / spin down) (Eh) = 0.25615 / 0.13073
- HOMO level (spin up / spin down) (eV) = -13.6 / -13.5
- total charge = +1



Relative energies, in eV, with the most stable structure set to zero: model w 0.000; model x 0.372.



Model w:
Formula: CH13NSi4
Source: OMol25
Level of theory: wB97M-V/def2-TZVPD

Positions of all 19 atoms, in Å:
C 1.15231 0.91310 1.79300
N 0.23811 -0.70078 -0.56675
Si -0.81430 -1.75011 0.42280
Si 1.08686 -1.33423 -1.94419
Si -1.59124 1.79449 -0.13971
Si 0.41591 0.88855 0.03718
H 1.10780 1.82444 2.34053
H 0.45642 0.24268 2.28051
H 2.17401 0.57757 1.81283
H -2.17455 -0.94462 0.60892
H -1.18411 -2.94819 -0.43464
H -0.16428 -2.09495 1.67786
H 1.37726 -0.04829 -2.60221
H 0.36627 -2.49797 -2.60894
H 2.37717 -2.10126 -1.80498
H -2.83718 1.01319 -0.52839
H -1.66629 3.10471 -0.68069
H -2.09983 2.16753 1.29239
H 1.77965 1.89415 -0.95550

Values from the calculation:
- lowest unoccupied orbital energy (Ha) = 0.01902
- orbital gap (Eh) = 0.37397
- HOMO level (eV) = -9.7
- total charge = 0



Model x:
Formula: CH13NSi4
Source: OMol25
Level of theory: wB97M-V/def2-TZVPD

Positions of all 19 atoms, in Å:
C 0.22340 1.84588 -0.07735
N -1.72944 -0.16196 -0.47604
Si -1.37206 -1.89342 -0.35605
Si -3.18269 0.45180 0.28470
Si 3.37533 -0.35216 -0.25080
Si -0.50338 0.65564 -1.48991
H 0.84844 2.56061 -0.48485
H -0.57513 2.17638 0.43774
H 0.74076 1.21342 0.51352
H -2.50549 -2.73840 -0.48955
H -0.23407 -2.12183 -1.25891
H -0.97170 -2.08079 0.98488
H -3.66886 1.52939 -0.55875
H -3.09517 0.77816 1.82640
H -4.06102 -0.62575 0.04563
H 3.82116 1.08966 -0.80011
H 4.39414 -1.23400 -0.65095
H 3.26154 -0.29988 1.16266
H 2.13592 -0.93898 -0.84542

Values from the calculation:
- lowest unoccupied orbital energy (Ha) = -0.00697
- orbital gap (Eh) = 0.28814
- HOMO level (eV) = -8.0
- total charge = 0



Relative energies, in eV, with the most stable structure set to zero: model w 0.000; model x 0.885.



Model w:
Formula: C3H5N2S2
Source: OMol25
Level of theory: wB97M-V/def2-TZVPD

Positions of all 12 atoms, in Å:
C -2.07514 1.16080 0.82675
C -1.86458 1.84009 2.07544
C 0.10165 0.54521 0.14958
N -1.17732 0.49595 0.17806
N 0.78161 -0.68594 -0.28743
S -3.21431 2.53215 2.81210
S -0.32427 2.00488 2.73655
H -3.07928 1.15054 0.42598
H 0.73094 1.40601 0.33047
H 1.06382 -0.64704 -1.28086
H 0.12536 -1.47262 -0.17495
H 1.62096 -0.86343 0.27670

Values from the calculation:
- lowest unoccupied orbital energy (spin up / spin down) (Ha) = -0.23262 / -0.22192
- orbital gap (spin up / spin down) (Eh) = 0.22382 / 0.24071
- HOMO level (spin up / spin down) (eV) = -12.4 / -12.6
- SMILES = [NH3+]C=[N+]=CC(=S)[S-]
- total charge = +1



Model x:
Formula: C3H5N2S2
Source: OMol25
Level of theory: wB97M-V/def2-TZVPD

Positions of all 12 atoms, in Å:
C -0.96649 0.67879 0.17933
C 0.49402 -1.07880 -0.03272
C 1.18361 0.27156 -0.13030
N -0.85907 -0.66016 0.38219
N 0.15060 1.28416 0.20855
S -2.71096 0.94602 -0.02354
S -2.50193 -1.12186 0.01655
H 0.49270 -1.56312 -0.91385
H 0.98402 -1.76854 0.73650
H 1.84550 0.26909 0.78246
H 1.61603 0.56929 -1.02952
H 0.27198 2.17357 -0.17564

Values from the calculation:
- lowest unoccupied orbital energy (Ha) = -0.17541
- orbital gap (Eh) = 0.31765
- HOMO level (eV) = -13.4
- total charge = +1



Relative energies, in eV, with the most stable structure set to zero: model w 1.684; model x 0.000.